Record 1
The following is a DFT calculation (wB97M-V/def2-TZVPD) of C20H27N3O4 as an isolated structure in a non-equilibrium geometry.

Geometry as ORCA input:
```
! RIJCOSX wB97M-V def2-TZVPD def2/J DEFGRID3
* xyz 0 1
C -1.228 -3.102 -0.780
O -1.466 -2.111 0.064
C -2.837 -2.071 0.371
C -3.385 -0.957 1.143
C -3.550 0.141 0.134
N -2.325 0.755 -0.039
C -1.805 0.247 -1.098
O -2.356 -0.295 -2.166
N -0.459 0.764 -1.601
C 0.293 1.653 -0.771
C 1.456 2.383 -1.103
C 2.031 3.237 -0.446
C 1.553 3.454 0.693
C 0.310 3.255 1.206
C -0.366 2.188 0.264
C -1.734 1.670 0.937
O -2.172 1.841 1.905
H -0.256 3.467 2.135
H 2.135 4.487 1.340
H 3.078 3.553 -0.522
H 1.968 1.816 -2.094
C 0.182 0.117 -2.392
H 0.569 0.794 -3.321
H -0.446 -0.691 -2.759
C 1.571 -0.479 -2.251
O 2.659 -0.720 -2.695
N 1.470 -1.295 -0.754
H 0.622 -0.852 -0.290
C 2.514 -1.623 0.127
C 2.277 -2.898 0.861
C 1.260 -2.476 1.867
C 1.754 -1.539 2.733
C 2.113 -0.189 2.112
C 3.065 -0.623 0.952
H 4.000 -0.889 1.414
H 3.315 0.623 0.448
H 2.511 0.533 2.596
H 1.153 0.191 1.941
H 1.041 -1.270 3.665
H 2.588 -1.743 3.427
H 1.155 -3.589 2.632
H 0.150 -2.194 1.747
H 3.068 -3.303 1.244
H 1.792 -3.748 0.131
H 3.272 -1.741 -0.792
H -3.963 0.020 -0.642
H -4.005 0.997 0.885
H -2.602 -0.865 2.013
H -4.387 -1.043 1.510
H -3.716 -2.180 -0.477
H -3.149 -3.016 0.956
H -0.186 -2.984 -1.105
H -1.640 -2.893 -1.901
H -1.444 -4.181 -0.370
*
```

The energy above the lowest of the compared OMol25 structures with the same formula, charge and spin comes out at 465.4 kcal/mol. The value obtained for the orbital gap is 0.3090 Ha. Its electronic energy is -1242.9051 Ha. The strongest force on any atom is 17.914 eV/Å.


Record 2
The following is a DFT calculation (wB97M-V/def2-TZVPD) of a 4-piece molecular cluster, C20H42BO12 overall in a non-equilibrium geometry.

Geometry as ORCA input:
```
! RIJCOSX wB97M-V def2-TZVPD def2/J DEFGRID3
* xyz -1 1
C 4.305 -1.456 1.473
O 5.380 -0.681 0.811
C 4.892 -0.374 -0.546
C 4.997 1.274 -0.764
C 4.065 2.084 0.362
C 2.528 2.031 -0.208
B 1.390 2.674 0.791
O 1.959 3.873 1.479
C 0.793 1.643 1.923
C 0.153 0.210 1.077
C -0.523 0.557 -0.484
O -1.395 0.189 0.860
H 3.240 -0.941 1.390
H 4.546 -1.495 2.638
H 4.312 -2.545 1.007
H 5.516 -0.948 -1.384
H 3.766 -0.711 -0.723
H 4.470 1.473 -1.814
H 6.099 1.667 -0.814
H 4.062 1.524 1.414
H 4.511 3.160 0.493
H 2.508 2.687 -1.201
H 2.322 0.923 -0.540
H 0.451 3.088 0.173
H 2.401 3.600 2.340
H 1.584 1.218 2.677
H -0.173 2.082 2.416
H 0.777 -0.870 1.212
H -1.082 1.575 -0.625
H -0.670 -0.428 -1.101
C 0.801 -5.541 -3.933
C 0.342 -4.421 -3.015
O 1.361 -3.422 -2.881
C 1.478 -2.557 -3.917
O 0.790 -2.553 -4.928
O 2.504 -1.712 -3.651
C 2.796 -0.806 -4.711
H 1.758 -5.949 -3.594
H 0.062 -6.345 -3.961
H 0.953 -5.180 -4.956
H 0.161 -4.825 -2.014
H -0.599 -3.974 -3.358
H 1.903 -0.258 -5.027
H 3.235 -1.349 -5.554
H 3.530 -0.081 -4.346
C -3.837 -2.189 1.933
C -2.702 -2.553 0.991
O -2.346 -3.935 1.130
C -3.170 -4.820 0.518
O -4.162 -4.538 -0.140
O -2.720 -6.071 0.780
C -3.556 -7.105 0.270
H -3.587 -2.465 2.962
H -4.043 -1.117 1.892
H -4.756 -2.726 1.674
H -1.813 -1.970 1.253
H -2.947 -2.317 -0.051
H -3.754 -6.970 -0.798
H -4.493 -7.138 0.835
H -3.038 -8.059 0.404
C -3.598 7.800 3.147
C -2.463 7.436 2.205
O -2.107 6.054 2.344
C -2.931 5.169 1.732
O -3.923 5.451 1.074
O -2.481 3.918 1.994
C -3.317 2.884 1.484
H -3.348 7.524 4.176
H -3.804 8.872 3.106
H -4.517 7.263 2.888
H -1.574 8.019 2.467
H -2.708 7.672 1.163
H -3.515 3.019 0.416
H -4.254 2.851 2.049
H -2.799 1.930 1.618
*
```

The energy above the lowest of the compared OMol25 structures with the same formula, charge and spin comes out at 110.4 kcal/mol. The value obtained for the orbital gap is 0.2489 Ha. Its electronic energy is -1714.8238 Ha. The strongest force on any atom is 5.742 eV/Å.


Record 3
The following is a DFT calculation (wB97M-V/def2-TZVPD) of a 2-piece molecular cluster, C5H12NO overall in a non-equilibrium geometry.

Geometry as ORCA input:
```
! RIJCOSX wB97M-V def2-TZVPD def2/J DEFGRID3
* xyz 1 1
C 0.828 0.124 -1.151
O 1.722 -0.970 -1.421
C 0.177 -0.184 0.201
C -0.827 0.634 0.877
C -1.864 0.485 -0.221
C -2.595 -0.652 -0.317
N 2.051 0.168 1.122
H 0.013 0.066 -1.873
H 1.413 1.040 -1.148
H 2.225 -0.833 -2.232
H -0.032 -1.225 0.317
H -1.207 0.415 1.857
H -0.546 1.687 0.796
H -2.413 1.365 -0.550
H -2.400 -1.472 0.355
H -3.498 -0.620 -0.958
H 1.912 0.677 2.008
H 3.112 0.145 1.044
H 1.929 -0.850 1.293
*
```

The energy above the lowest of the compared OMol25 structures with the same formula, charge and spin comes out at 81.3 kcal/mol. The value obtained for the orbital gap is 0.3426 Ha. Its electronic energy is -327.3301 Ha. The strongest force on any atom is 3.608 eV/Å.


Record 4
The following is a DFT calculation (wB97M-V/def2-TZVPD) of a 10-piece molecular cluster, C36H82N10O21S2 overall in a non-equilibrium geometry.

Geometry as ORCA input:
```
! RIJCOSX wB97M-V def2-TZVPD def2/J DEFGRID3
* xyz 0 1
C -3.653 1.091 5.255
C -2.815 2.515 5.096
C -2.088 2.595 3.601
C -0.523 2.056 3.616
C 0.253 2.300 2.154
C -0.805 2.458 0.893
C -0.057 2.366 -0.595
C -0.961 1.496 -1.648
N -1.337 2.210 -2.925
C -1.880 3.601 -2.695
C -3.142 3.699 -1.654
C -4.298 2.527 -1.883
C -4.734 1.923 -0.386
C -4.471 0.312 -0.232
C -5.459 -0.418 0.901
C -5.249 -2.058 0.942
C -4.078 -2.615 -0.061
C -0.253 2.160 -3.978
S -0.541 2.667 -5.612
S 1.517 1.507 -3.674
C 1.708 0.128 -4.983
C 2.938 -0.930 -4.597
C 2.387 -2.425 -4.997
C 3.586 -3.589 -5.013
C 2.962 -4.821 -5.955
O 3.785 -3.980 -3.609
C 5.136 -4.505 -3.357
C 6.341 -3.395 -3.436
O 5.894 -1.991 -3.427
C 5.896 -1.426 -2.061
O 5.527 -5.650 -4.194
C 5.904 -6.825 -3.345
C 6.015 -8.175 -4.305
H -2.924 0.363 5.848
H -3.974 0.621 4.229
H -4.613 1.207 5.914
H -3.559 3.444 5.171
H -2.021 2.601 5.960
H -2.182 3.648 3.097
H -2.685 1.810 2.930
H 0.070 2.663 4.455
H -0.527 0.904 3.922
H 0.881 1.330 1.960
H 0.963 3.218 2.303
H -1.339 3.511 1.061
H -1.606 1.588 1.045
H 0.318 3.401 -0.991
H 0.927 1.721 -0.393
H -0.426 0.445 -1.819
H -1.971 1.223 -1.072
H -1.072 4.392 -2.346
H -2.282 4.015 -3.741
H -2.790 3.796 -0.540
H -3.698 4.725 -1.905
H -5.266 2.976 -2.367
H -3.870 1.584 -2.468
H -4.168 2.463 0.499
H -5.886 2.107 -0.205
H -3.364 0.075 0.149
H -4.630 -0.175 -1.296
H -6.574 -0.158 0.651
H -5.203 -0.032 1.998
H -4.955 -2.422 2.038
H -6.273 -2.536 0.576
H -3.022 -2.103 0.108
H -4.357 -2.386 -1.196
H -3.952 -3.788 0.111
H 0.707 -0.521 -4.971
H 1.811 0.545 -6.072
H 3.834 -0.664 -5.313
H 3.295 -0.813 -3.489
H 1.916 -2.400 -6.069
H 1.570 -2.709 -4.198
H 4.513 -3.077 -5.520
H 2.979 -5.864 -5.377
H 3.682 -4.859 -6.904
H 1.892 -4.573 -6.374
H 5.129 -4.905 -2.233
H 7.016 -3.543 -2.470
H 7.037 -3.674 -4.351
H 5.227 -2.132 -1.389
H 7.035 -1.403 -1.708
H 5.448 -0.329 -2.155
H 6.970 -6.604 -2.867
H 5.104 -7.068 -2.520
H 6.035 -9.146 -3.648
H 5.079 -8.250 -5.005
H 6.999 -8.089 -4.932
C 0.252 0.438 -9.251
N 1.715 0.271 -9.463
O 2.189 0.717 -10.514
O 2.346 -0.303 -8.568
H -0.173 0.957 -10.112
H -0.182 -0.558 -9.148
H 0.116 1.026 -8.341
C -1.037 5.036 8.893
N -0.335 4.447 7.721
O -0.926 4.473 6.635
O 0.789 3.974 7.925
H -2.010 5.412 8.569
H -1.157 4.246 9.637
H -0.417 5.850 9.274
C 7.366 -5.625 0.769
N 7.514 -4.317 0.075
O 6.841 -3.371 0.500
O 8.302 -4.277 -0.878
H 6.646 -5.514 1.581
H 7.010 -6.350 0.034
H 8.347 -5.904 1.159
C 1.388 0.974 6.932
N 1.736 -0.146 7.848
O 2.233 0.151 8.941
O 1.500 -1.290 7.444
H 1.648 1.919 7.415
H 1.962 0.839 6.014
H 0.314 0.921 6.741
C -4.328 7.059 3.317
N -3.980 5.939 4.233
O -3.483 6.236 5.326
O -4.215 4.795 3.829
H -4.068 8.004 3.799
H -3.753 6.924 2.398
H -5.402 7.006 3.125
C -0.096 -1.733 10.731
N -1.392 -1.090 10.383
O -1.661 -0.020 10.941
O -2.102 -1.678 9.559
H 0.422 -1.110 11.463
H -0.318 -2.716 11.150
H 0.488 -1.816 9.812
C -1.321 8.974 8.068
N -2.348 8.300 8.907
O -1.984 7.322 9.572
O -3.491 8.771 8.875
H -0.367 8.456 8.193
H -1.656 8.919 7.030
H -1.245 10.009 8.408
C -1.522 -5.025 -2.440
N -2.549 -5.699 -1.600
O -2.185 -6.676 -0.936
O -3.692 -5.227 -1.632
H -0.568 -5.542 -2.315
H -1.857 -5.079 -3.477
H -1.446 -3.990 -2.100
C -2.267 -2.417 -12.275
N -1.863 -1.554 -11.132
O -2.759 -0.944 -10.538
O -0.656 -1.513 -10.864
H -3.351 -2.357 -12.396
H -1.758 -2.044 -13.166
H -1.961 -3.438 -12.040
*
```

The SMILES is CCCCCCCCN(CCCCCCCC)C(=S)SCCC[C@H](C)O[C@H](COC)OCC.C[N+](=O)[O-].C[N+](=O)[O-].C[N+](=O)[O-].C[N+](=O)[O-].C[N+](=O)[O-].C[N+](=O)[O-].C[N+](=O)[O-].C[N+](=O)[O-].C[N+](=O)[O-]. The value obtained for the orbital gap is 0.2826 Ha. Its electronic energy is -4343.4162 Ha. The strongest force on any atom is 3.596 eV/Å.